{
  "formula": "C35H49Cl2HfN2O2P3",
  "method": "the ωB97M-V functional and the def2-TZVPD basis",
  "symbols": ["P", "C", "C", "H", "C", "H", "C", "H", "C", "H", "C", "H", "C", "C", "H", "C", "H", "C", "H", "C", "H", "C", "H", "C", "C", "H", "C", "H", "C", "H", "C", "H", "C", "H", "Hf", "C", "C", "H", "C", "O", "H", "C", "H", "C", "Cl", "Cl", "P", "C", "H", "H", "H", "C", "H", "H", "H", "C", "H", "H", "H", "P", "C", "C", "H", "H", "H", "H", "H", "H", "C", "H", "H", "H", "H", "C", "N", "C", "C", "C", "N", "C", "C", "O", "H", "H", "H", "H", "H", "H", "H", "H", "H", "H", "H", "H"],
  "positions_angstrom": [[0.957700, 1.436500, -4.428400], [2.705300, 1.727000, -4.825700], [3.263100, 1.186700, -5.984100], [2.683700, 0.528000, -6.615000], [4.573600, 1.480200, -6.326400], [5.000800, 1.051300, -7.222100], [5.333700, 2.316900, -5.522400], [6.356600, 2.543000, -5.790200], [4.777700, 2.866900, -4.376200], [5.364500, 3.521000, -3.746900], [3.467800, 2.580400, -4.027700], [3.054800, 3.025500, -3.134300], [0.419500, 0.054600, -5.472900], [0.964900, -1.204400, -5.217500], [1.722100, -1.320500, -4.455500], [0.543700, -2.303800, -5.946800], [0.973400, -3.275800, -5.747800], [-0.416600, -2.153800, -6.939300], [-0.736700, -3.011300, -7.515600], [-0.953400, -0.900800, -7.200300], [-1.691200, -0.779100, -7.981700], [-0.540800, 0.203700, -6.469500], [-0.976500, 1.171600, -6.659700], [0.112600, 2.947300, -4.973900], [0.540500, 3.629000, -6.111500], [1.347100, 3.237700, -6.716300], [-0.068100, 4.821100, -6.468900], [0.261400, 5.346600, -7.354300], [-1.089000, 5.346700, -5.687000], [-1.554900, 6.281800, -5.965500], [-1.497800, 4.680500, -4.540600], [-2.278500, 5.097200, -3.919100], [-0.897600, 3.482700, -4.183500], [-1.191800, 2.968200, -3.281000], [0.000000, 0.000000, 0.000000], [-1.738400, -0.834000, -0.493100], [-2.161900, -0.830200, -1.786600], [-2.337700, -1.311500, 0.278400], [-1.218400, -0.210700, -2.767500], [-1.856100, 0.719400, -3.666800], [-1.156600, 1.094500, -4.217400], [-0.053600, 0.401700, -1.998700], [-0.815000, -0.969800, -3.443600], [0.872300, 1.113100, -2.702600], [-0.369400, -0.768300, 2.303000], [2.175400, 1.143900, 0.234600], [1.233200, -2.005500, -0.294500], [2.097600, -2.553500, 1.212500], [1.367600, -2.957300, 1.906400], [2.568500, -1.692700, 1.676500], [2.846300, -3.307300, 0.977800], [0.220600, -3.453000, -0.767400], [-0.248900, -3.264500, -1.730100], [-0.557800, -3.578700, -0.019700], [0.815100, -4.362100, -0.827500], [2.552900, -1.964200, -1.556300], [3.041900, -0.994700, -1.513400], [2.114500, -2.084700, -2.542600], [3.286700, -2.750100, -1.390500], [-3.631100, -1.577700, -2.365600], [-4.341200, -2.661400, -1.104800], [-3.309000, -2.566500, -3.851700], [-4.606900, -2.085500, -0.223200], [-3.622600, -3.424600, -0.822000], [-5.237700, -3.136600, -1.494700], [-2.974400, -1.912400, -4.652300], [-4.209800, -3.085500, -4.169200], [-2.528500, -3.292800, -3.643800], [-4.933200, -0.400300, -2.833900], [-5.109700, 0.286100, -2.010200], [-5.858800, -0.919800, -3.072600], [-4.597800, 0.163200, -3.699000], [1.750600, 1.451300, -2.174000], [-2.770100, 3.685100, 1.064000], [-1.752500, 3.472400, 2.079500], [-1.907200, 4.229000, 3.328900], [-1.036800, 3.694000, 4.458900], [0.327400, 3.518100, 3.877600], [0.268500, 2.464100, 2.861900], [1.368800, 1.526600, 3.067400], [-0.751300, 2.537400, 1.877500], [-0.894400, 1.812300, 0.847600], [-2.295100, 4.043200, 0.128000], [-3.513900, 4.445500, 1.389800], [-3.315600, 2.736200, 0.873500], [-1.670500, 5.296500, 3.130000], [-2.952900, 4.162900, 3.702500], [-1.394800, 2.702100, 4.820800], [-1.035800, 4.404000, 5.314400], [1.047800, 3.288000, 4.700100], [0.663800, 4.475400, 3.420100], [2.341100, 2.063500, 3.007400], [1.288500, 1.066600, 4.075600], [1.446000, 0.699200, 2.409300]],
  "atomic_forces_ev_per_a": [[1.515, 0.756, -2.035], [-0.150, -0.161, 0.033], [-0.073, -0.086, 0.065], [-0.023, -0.026, -0.058], [0.053, 0.022, -0.014], [0.001, -0.003, -0.016], [-0.074, -0.033, -0.037], [0.010, -0.001, 0.001], [-0.040, 0.020, 0.070], [0.008, 0.020, 0.008], [-0.008, -0.063, 0.042], [-0.068, 0.063, 0.104], [0.006, -0.025, 0.309], [-0.047, -0.049, -0.079], [0.092, 0.002, 0.052], [0.110, -0.008, 0.063], [0.025, -0.030, -0.014], [-0.024, 0.105, -0.006], [-0.009, -0.005, -0.009], [-0.012, -0.045, -0.101], [-0.009, 0.007, -0.001], [0.063, -0.011, 0.126], [-0.064, 0.163, -0.084], [-0.044, -0.153, 0.588], [0.057, -0.073, -0.231], [0.068, -0.010, -0.023], [0.027, -0.096, -0.014], [0.022, -0.009, -0.010], [-0.006, -0.085, 0.095], [-0.002, 0.015, -0.001], [-0.054, 0.034, -0.036], [-0.004, 0.000, 0.004], [-0.016, 0.195, 0.141], [-0.111, 0.119, 0.098], [2.716, 7.165, 8.196], [-5.812, -2.714, -2.685], [0.833, 0.627, 1.266], [-0.347, -0.177, -0.179], [0.497, 0.694, -1.193], [-0.594, -0.327, 0.837], [-0.895, -0.203, -0.078], [0.348, 0.873, -5.974], [0.166, -0.542, 0.252], [-1.023, -0.858, 1.160], [-0.564, -1.140, 0.198], [0.772, -0.046, -0.833], [2.821, -4.472, -0.549], [-0.031, -0.015, -0.103], [-0.057, -0.002, 0.079], [0.123, 0.064, 0.065], [0.029, -0.030, -0.075], [0.091, 0.101, 0.047], [-0.038, 0.007, -0.124], [-0.099, -0.083, 0.099], [0.079, -0.031, 0.027], [-0.082, 0.119, 0.000], [0.120, 0.060, 0.033], [-0.065, -0.051, -0.087], [-0.028, -0.074, 0.026], [-1.945, -0.812, -0.646], [0.323, 0.238, -0.148], [0.218, 0.237, 0.368], [-0.023, 0.098, 0.088], [0.086, -0.107, 0.031], [-0.051, 0.000, -0.118], [0.050, 0.131, -0.095], [-0.116, 0.004, 0.071], [0.078, -0.142, 0.016], [0.516, -0.012, 0.191], [-0.029, 0.073, 0.080], [0.036, -0.170, 0.015], [0.060, 0.112, -0.084], [0.162, 0.302, 0.039], [-0.316, -0.213, -0.637], [1.168, -0.560, 0.757], [-0.653, 0.352, 0.786], [-0.506, 0.059, 0.245], [0.589, 0.820, 0.437], [-1.259, 0.175, -1.609], [0.954, 0.073, 0.957], [0.022, 0.854, 2.258], [1.048, -0.287, 0.044], [-0.388, -0.271, 0.396], [0.749, -0.523, -0.003], [0.289, 0.590, -0.050], [-0.171, -0.541, 0.175], [0.409, 0.104, -0.708], [0.087, 0.700, -0.203], [-0.065, -0.422, -0.608], [-0.395, -0.245, -1.041], [-0.059, -0.508, 0.198], [-0.664, -0.121, 0.076], [-0.137, 0.495, -0.401], [-0.245, 0.025, -0.310]],
  "homo_lumo_gap_ev": 7.3,
  "homo_energy_ev": -13.12,
  "charge": 2
}